Here is a 7-piece molecular cluster, C53H74N10O6 overall in a non-equilibrium geometry from the OMol25 dataset. Energies are from ωB97M-V with the def2-TZVPD basis set.

```
143
Properties=species:S:1:pos:R:3:forces:R:3
N -0.27139 1.14905 -0.77835 -2.44 1.88 -1.08
O 0.74433 0.64511 -1.11875 4.67 -2.84 -0.56
O -1.03857 0.50705 -0.01096 -0.93 0.18 0.96
O -0.55889 2.23505 -1.30074 -1.30 0.01 1.13
C -0.07206 -1.31805 -7.84371 -1.43 -0.64 0.98
C -0.03394 -0.96852 -6.28061 -0.09 0.67 -3.32
C 0.31502 0.54761 -6.13018 -0.46 -2.19 1.27
C 0.01182 0.98004 -4.68157 -1.08 1.46 -0.87
C -1.52901 1.04481 -4.51803 0.72 -0.78 -1.21
C -2.10140 -0.47924 -4.57637 -0.13 2.02 0.10
N -1.45478 -1.29577 -5.69811 1.14 -6.52 1.03
O -1.73156 -2.64396 -5.70573 0.87 7.63 -0.08
C -3.60256 -0.53408 -4.81251 -0.61 -0.65 0.67
C -1.69589 -1.10617 -3.25668 0.49 -0.77 1.20
C 0.94347 -1.87971 -5.64257 1.01 -1.01 1.35
H -0.93386 -0.78690 -8.24778 0.30 0.14 -0.42
H -0.29120 -2.37902 -7.96372 -0.21 -0.10 0.21
H 0.82159 -1.20090 -8.45671 0.20 0.79 0.63
H -0.29611 1.03759 -6.88816 0.10 0.61 0.38
H 1.36950 0.67011 -6.37751 -0.08 -0.12 -0.15
H 0.48384 1.95502 -4.56023 -0.42 0.25 0.21
H 0.33251 0.43355 -3.79466 0.77 -0.61 -0.57
H -2.00263 1.65305 -5.28864 0.10 -0.20 -0.32
H -1.68814 1.63182 -3.61349 -0.68 -0.86 0.51
H -4.18408 -0.06044 -4.02156 0.44 0.87 0.00
H -3.96332 -1.54873 -4.64385 0.23 -0.39 -0.74
H -3.92682 -0.15459 -5.78150 0.12 -0.03 0.11
H -1.81803 -0.40745 -2.42906 -0.47 0.30 -0.13
H -0.64021 -1.35112 -3.13994 0.16 0.03 -0.57
H -2.21131 -2.02659 -2.98232 -0.37 -0.11 -0.39
H 0.97834 -1.64540 -4.57861 0.11 -0.35 0.29
H 1.96903 -1.77582 -5.99689 -0.15 0.71 -0.41
H 0.76922 -2.94142 -5.81721 -0.56 0.08 0.17
C 11.46295 3.90639 5.56127 0.47 -0.46 0.33
N 10.15647 3.44944 5.03371 -0.81 -1.75 0.28
C 9.82400 2.11668 5.04383 -0.66 0.67 0.05
C 8.56353 1.71024 4.61620 0.78 0.12 -0.23
C 7.69378 2.60646 4.01042 -0.67 -0.33 0.86
C 8.02420 3.97108 4.06570 -0.20 -1.12 -0.50
C 9.21106 4.32890 4.68080 -0.28 0.55 -0.11
C 6.41560 1.97591 3.49656 -1.60 0.33 -2.50
C 5.82765 2.50144 2.29232 0.40 0.42 0.63
C 4.73619 1.94866 1.63440 1.18 0.64 0.52
N 4.26474 0.78590 2.05460 -0.64 -0.90 -0.39
C 4.71387 0.20416 3.16808 1.34 1.23 1.50
C 5.72562 0.82334 3.95630 0.09 -0.21 -0.72
C 3.18044 0.11529 1.27002 0.17 0.15 1.62
H 11.73203 4.84643 5.07959 -0.19 0.07 0.56
H 12.26888 3.19948 5.36417 -0.33 -0.25 -0.63
H 11.40691 3.85121 6.64843 -0.14 0.89 0.05
H 10.49409 1.40305 5.50002 0.43 0.19 -0.20
H 8.25756 0.67490 4.64532 0.50 -0.13 0.24
H 7.42860 4.74041 3.59688 -0.23 0.13 0.41
H 9.31860 5.35946 4.98541 0.70 0.20 -0.43
H 6.24256 3.40368 1.86780 0.00 0.11 -0.08
H 4.21134 2.37183 0.79068 0.42 0.28 -0.13
H 4.21353 -0.70129 3.47826 0.17 -0.08 0.05
H 6.00719 0.35685 4.88877 -0.08 -0.19 0.04
H 2.42709 -0.04381 2.04155 -0.45 -0.09 -0.42
H 3.54348 -0.87063 0.97975 -0.04 0.28 -0.50
H 2.80774 0.78822 0.49776 0.11 -0.41 -0.13
C -8.40914 -5.34339 1.47211 0.21 -0.49 -0.76
N -7.46592 -4.21203 1.35864 -1.75 1.43 -1.01
C -6.81540 -3.81824 2.46174 0.66 0.52 -1.42
C -6.00985 -2.69130 2.37686 0.02 0.34 -0.13
C -5.94255 -1.88782 1.19586 -1.34 -2.64 1.43
C -6.71894 -2.32009 0.10918 0.66 -0.39 0.29
C -7.52299 -3.46766 0.19491 1.84 0.28 1.38
C -5.17211 -0.65915 1.14390 -0.08 1.05 1.10
C -5.26264 0.25281 2.19493 1.22 1.97 0.85
C -4.61233 1.51591 2.13056 -0.87 -1.51 -0.16
N -3.92128 1.86000 1.02972 0.00 0.59 -0.11
C -3.85794 1.02623 0.02466 -1.10 -2.81 -2.01
C -4.46369 -0.26273 0.05170 0.43 1.36 -0.58
C -3.21973 3.17571 0.81944 -0.28 -0.26 0.42
H -9.19873 -5.18437 0.73771 -0.17 -0.05 0.40
H -8.78249 -5.41437 2.49371 0.00 -0.13 -0.26
H -7.84626 -6.21529 1.13886 -0.24 -0.31 0.40
H -6.92956 -4.46779 3.31699 0.16 0.18 0.21
H -5.43278 -2.49947 3.26938 0.07 0.46 0.00
H -6.50068 -1.75380 -0.78417 -1.08 -0.18 -0.47
H -8.11790 -3.85811 -0.61751 -0.10 0.03 0.03
H -5.78166 0.05978 3.12216 -0.30 -0.15 -0.11
H -4.69738 2.26404 2.90480 0.01 -0.08 0.04
H -3.49494 1.34551 -0.94111 0.61 0.38 0.31
H -4.52953 -0.90100 -0.81701 0.62 0.29 -0.36
H -3.84834 3.87553 0.26879 -0.22 0.00 0.24
H -2.35806 2.95275 0.19025 0.24 0.16 0.32
H -2.99673 3.53272 1.82489 0.19 0.25 -0.40
C -3.57582 -4.67702 0.27086 1.10 -0.55 0.70
N -2.31381 -4.20615 -0.40092 -0.16 -0.35 0.11
C -1.67462 -3.09575 0.03247 0.54 -0.97 -1.10
C -0.38686 -2.81339 -0.47800 -0.88 -0.56 1.47
C 0.24243 -3.74572 -1.28981 1.73 0.29 -0.98
C -0.48576 -4.86846 -1.75727 1.10 0.66 -0.02
C -1.74035 -5.06027 -1.30202 -1.51 0.61 0.34
C 1.73544 -3.51141 -1.70664 0.98 -0.08 -0.42
C 2.52834 -4.59538 -2.15493 0.27 -0.35 -0.20
C 3.85843 -4.46525 -2.56906 -0.34 2.25 -0.04
N 4.41444 -3.20772 -2.63067 -0.39 0.31 -0.16
C 3.75814 -2.11284 -2.19446 -2.15 -1.17 0.88
C 2.43397 -2.25570 -1.68923 -0.62 -1.09 -0.43
C 5.81304 -3.05183 -3.14273 0.34 0.19 1.52
H -4.26591 -3.87013 0.51742 0.04 -0.14 -0.61
H -3.25873 -5.13443 1.20804 0.17 0.33 0.33
H -3.96273 -5.57229 -0.21587 -0.38 0.66 -0.66
H -2.24714 -2.57395 0.78504 0.44 0.52 -0.02
H 0.17749 -2.00862 -0.03051 -0.25 0.41 -0.29
H -0.09999 -5.58758 -2.46470 0.16 0.08 -0.05
H -2.42172 -5.81205 -1.67211 0.31 -0.35 0.04
H 2.12817 -5.59626 -2.22210 -0.04 -0.11 0.17
H 4.56190 -5.20653 -2.91840 -0.48 -0.58 0.06
H 4.26285 -1.15803 -2.19187 0.04 -0.06 -0.27
H 1.82141 -1.42893 -1.36117 0.47 0.73 -0.06
H 6.18632 -2.03843 -2.99512 -0.67 0.28 -0.46
H 5.95836 -3.37313 -4.17410 -0.14 -0.30 0.33
H 6.37713 -3.54014 -2.34808 0.51 -0.80 -0.75
C -2.18270 5.38480 3.67343 -0.31 0.65 0.06
C -1.29310 4.45915 4.47346 1.28 1.02 -0.88
N -1.54838 3.05838 4.26648 -0.99 -4.32 -0.88
C -2.63998 2.39473 4.87122 3.18 -3.46 -1.98
C -2.42306 1.00014 4.51178 -0.89 2.59 0.27
N -1.36141 0.89566 3.61258 -0.54 2.31 1.63
C -0.83178 2.13012 3.47799 -1.36 1.73 1.97
C -0.90947 -0.33818 3.01048 -0.12 -0.91 -0.40
H -2.20108 5.25976 2.59079 0.39 -0.15 0.00
H -1.80636 6.39426 3.83917 -0.04 0.07 -0.06
H -3.21828 5.40797 4.01276 -0.03 -0.19 0.21
H -1.28769 4.71105 5.53393 -0.26 -0.35 0.03
H -0.25625 4.54368 4.14807 0.08 0.52 -0.01
H -3.33124 2.91307 5.51919 0.02 -0.21 0.04
H -2.95247 0.09977 4.78648 -0.11 0.24 0.11
H 0.07752 2.38638 2.95463 -0.22 -0.01 -0.13
H -1.69406 -0.71487 2.35425 0.09 0.30 -0.31
H -0.75957 -1.14497 3.72790 0.13 0.43 0.49
H 0.00634 -0.21258 2.43288 -0.28 0.31 0.03
C -1.90769 5.35577 -1.72690 0.47 0.30 -0.60
C -1.52384 6.60599 -0.87915 0.35 -0.34 -1.05
O -0.54380 7.27968 -1.29570 -0.51 -0.62 0.38
O -2.21810 6.83304 0.11493 -0.23 -0.13 1.04
H -1.62354 5.50740 -2.76822 -0.04 0.13 -0.07
H -2.98279 5.17790 -1.70217 -0.09 0.07 0.20
H -1.35469 4.46525 -1.42815 0.00 0.05 0.34
```
Positions in Å, forces in eV/Å.

Results
LUMO: -0.52574 Eh
net charge: +6
highest occupied orbital energy: -15.7 eV
spin multiplicity: 1
frontier orbital gap: 0.052 hartree
DFT total energy: -3060.19061 Ha
molar mass: 947.2 g mol⁻¹
maximum force: 7.7 eV Å⁻¹